No. 1
The following is a quantum chemistry calculation of a 2-piece molecular cluster, C4H11N2 overall in a non-equilibrium geometry, from the OMol25 dataset.

Structure (XYZ):
```
17
C4H11N2 ωB97M-V with the def2-TZVPD basis set
C 0.53908 0.61481 -1.28197
C -0.28548 0.40213 -0.11015
C -1.27683 1.02492 0.74574
C 2.10304 -0.26393 0.80961
N 0.96579 0.02849 -0.07121
N -1.35905 -1.35586 -0.61558
H 0.32038 -0.11523 -2.19406
H 1.01005 1.65811 -1.39780
H -1.52369 0.34816 1.56759
H -2.05395 1.37059 0.10171
H -0.86184 1.85208 1.22858
H 1.61650 -0.15569 1.82691
H 2.71565 -1.15776 0.58670
H 2.67126 0.71702 0.60455
H -1.86690 -1.14474 -1.36104
H -1.99542 -1.57359 0.20813
H -0.71859 -2.24951 -0.64771
```

Summary:
HOMO	-14.13	eV
relative energy (zero: lowest compared OMol25 entry of this formula, charge and spin)	94.3	kcal/mol
strongest force on any atom	7.85	eV Å⁻¹
gap between HOMO and LUMO	0.4047	hartree
LUMO level	-3.12	eV
electronic energy	-268.15461	Eh
net charge	+1

***

No. 2
The following is a quantum chemistry calculation of a 4-piece molecular cluster, C4H16N2O2 overall in a non-equilibrium geometry, from the OMol25 dataset.

Structure (XYZ):
```
24
C4H16N2O2 ωB97M-V with the def2-TZVPD basis set
C 2.52712 0.28381 -1.06733
N 2.79574 0.51413 0.34877
C -2.79074 -0.10842 -0.67044
C -1.59607 0.57213 0.01394
N -1.37220 -0.15047 1.28901
C -0.59116 -1.35063 1.09817
H 1.53435 0.66216 -1.28569
H 2.47875 -0.76655 -1.35307
H 3.22095 0.84172 -1.68949
H 2.08855 1.08758 0.80768
H -3.48115 -0.34117 0.13844
H -2.39037 -1.01767 -1.11350
H -0.65323 0.47255 -0.54870
H -1.61125 1.63266 0.26944
H -0.71818 0.53033 1.73619
H -1.12901 -1.95205 0.36356
H 0.40483 -1.11447 0.65412
H -0.42322 -1.92343 2.00996
H 3.73570 0.78636 0.58183
H 0.62146 2.08694 2.51290
O 0.59572 1.65903 1.65025
H -3.26133 0.50674 -1.43386
H 0.30336 -1.78122 -2.35824
O -0.28861 -1.13005 -1.95392
```

Summary:
HOMO	-8.79	eV
relative energy (zero: lowest compared OMol25 entry of this formula, charge and spin)	204.3	kcal/mol
strongest force on any atom	3.87	eV Å⁻¹
gap between HOMO and LUMO	0.1485	hartree
LUMO level	-4.75	eV
electronic energy	-421.66591	Eh
net charge	0

***

No. 3
The following is a quantum chemistry calculation of C52H78CaF6O37 as an isolated structure in a non-equilibrium geometry, from the OMol25 dataset.

Structure (XYZ):
```
174
C52H78CaF6O37 ωB97M-V with the def2-TZVPD basis set
Ca -0.67530 -10.11964 -6.96955
C 0.65681 -12.94191 -6.91117
O 1.27168 -11.94128 -7.73144
O -0.15765 -12.20180 -6.11324
C 0.06619 -14.09548 -7.71447
F -0.78195 -13.68318 -8.68498
F 1.03947 -14.83948 -8.28340
F -0.61819 -14.92579 -6.90503
C 2.24819 -12.33761 -8.68866
C 3.16133 -11.16525 -9.05573
H 2.67476 -10.27978 -9.46540
H 3.84059 -10.89998 -8.25118
H 3.73275 -11.51678 -9.92254
H 1.79597 -12.81035 -9.56523
H 2.94246 -13.10180 -8.31676
H 1.47255 -13.36005 -6.29869
C -2.93195 -8.29182 -6.72122
O -2.85197 -9.63349 -6.16524
O -1.94434 -8.24056 -7.63840
C -4.39817 -8.07045 -7.20425
F -4.72154 -8.91648 -8.19739
F -5.29640 -8.19077 -6.21482
F -4.55374 -6.81625 -7.70885
C -3.42908 -9.86942 -4.86117
C -3.01727 -11.26426 -4.48178
H -3.21038 -11.95438 -5.30201
H -1.94985 -11.30618 -4.24858
H -3.57134 -11.59860 -3.60379
H -4.52003 -9.85563 -4.87392
H -3.11176 -9.10880 -4.14410
H -2.71201 -7.64344 -5.85929
C -2.78324 -14.70378 -3.90485
C -1.96587 -15.90316 -3.51647
C -1.93563 -16.95506 -4.63725
O -0.57840 -17.07373 -5.02769
C 0.19025 -16.25934 -4.27972
O 1.37700 -16.20699 -4.31534
O -0.58370 -15.51452 -3.45568
H -2.33309 -14.09983 -4.69393
H -2.88008 -14.04441 -3.03663
H -3.80898 -14.90913 -4.21750
H -2.25299 -16.41760 -2.60348
H -2.57444 -16.76394 -5.49683
H -2.32047 -17.88500 -4.21015
C 6.70373 -10.51927 -15.05173
C 5.32572 -10.56043 -14.40137
C 5.22606 -11.64187 -13.32397
O 4.68664 -10.92794 -12.21723
C 4.50645 -9.63397 -12.48871
O 3.89063 -8.89079 -11.78426
O 5.07499 -9.34275 -13.67936
H 6.90304 -11.44112 -15.59494
H 7.45748 -10.34095 -14.28404
H 6.77369 -9.67878 -15.74350
H 4.57571 -10.62963 -15.19111
H 6.19037 -12.06097 -13.04010
H 4.53985 -12.43138 -13.63142
C 6.48068 -9.42844 -9.16144
C 7.88487 -9.85668 -9.50625
C 8.38474 -11.16170 -8.88320
O 9.02847 -11.82551 -9.96429
C 8.56737 -11.32922 -11.11906
O 8.72077 -11.83564 -12.18765
O 7.87744 -10.21049 -10.90450
H 6.40637 -8.88772 -8.21935
H 5.80064 -10.27785 -9.22155
H 6.11291 -8.70502 -9.89280
H 8.63444 -9.08268 -9.32715
H 7.50942 -11.73765 -8.56974
H 9.00243 -11.07225 -7.99470
C -1.04972 -18.18675 -8.73850
C -1.96297 -19.28650 -8.23559
C -1.49390 -19.95879 -6.93494
O -2.59551 -19.90012 -6.07222
C -3.57140 -19.14425 -6.60416
O -4.56004 -18.79184 -6.04832
O -3.23101 -18.75258 -7.84667
H -1.44377 -17.77490 -9.66885
H -0.13169 -18.66576 -9.09326
H -0.82009 -17.47009 -7.95113
H -2.05729 -20.02444 -9.03388
H -0.57437 -19.51335 -6.54396
H -1.15257 -20.96303 -7.20110
C 1.92003 -17.23873 -6.81075
C 3.18547 -17.99150 -6.47114
C 3.84476 -18.69032 -7.67669
O 5.21862 -18.27325 -7.66208
C 5.37271 -17.37010 -6.68305
O 6.42416 -16.95535 -6.28918
O 4.20569 -17.07706 -6.10478
H 2.16548 -16.49992 -7.58278
H 1.53417 -16.70776 -5.94080
H 1.14886 -17.82426 -7.31348
H 2.99947 -18.70504 -5.66520
H 3.40148 -18.35089 -8.61162
H 3.70767 -19.75665 -7.50849
C -1.37732 -13.98254 -12.25528
C -0.37826 -15.04166 -12.70284
C 0.29825 -15.80454 -11.57619
O 0.12209 -17.16943 -11.94522
C -0.59677 -17.25939 -13.07324
O -0.79260 -18.28976 -13.63386
O -1.10002 -16.05676 -13.40583
H -1.76173 -13.43355 -13.11081
H -1.00102 -13.21068 -11.57264
H -2.14075 -14.37189 -11.57665
H 0.33314 -14.56645 -13.38084
H -0.10076 -15.61438 -10.58319
H 1.35789 -15.54609 -11.52520
C 3.92886 -9.71969 -5.57197
C 5.44676 -9.77003 -5.53524
C 6.15885 -9.98881 -4.17789
O 7.02749 -11.06818 -4.41597
C 6.81933 -11.59330 -5.65602
O 7.37009 -12.55817 -6.07486
O 5.88014 -10.87719 -6.30135
H 3.59350 -10.69633 -5.22097
H 3.63102 -9.56539 -6.60893
H 3.47568 -8.88046 -5.04565
H 5.87848 -8.86035 -5.96820
H 5.34576 -10.19357 -3.47095
H 6.71516 -9.12745 -3.81456
C 5.79225 -14.13558 -8.40852
C 5.51982 -14.68858 -9.82274
C 6.03371 -13.72546 -10.91678
O 6.81647 -14.57366 -11.75752
C 7.00004 -15.76500 -11.14794
O 7.69482 -16.63654 -11.56234
O 6.32705 -15.84255 -9.99589
H 5.88126 -14.98954 -7.74036
H 5.02942 -13.42348 -8.08438
H 6.71759 -13.56383 -8.37522
H 4.47572 -14.97994 -9.95480
H 6.64325 -12.93693 -10.47774
H 5.18233 -13.22690 -11.37339
C -0.30149 -10.93051 -13.73853
C 0.61515 -10.22506 -12.75975
C 0.39279 -8.74703 -12.46718
O 0.11384 -8.70268 -11.07419
C 0.12113 -9.92862 -10.55280
O -0.00259 -10.18931 -9.38503
O 0.44543 -10.83104 -11.46108
H -0.29184 -10.45275 -14.72332
H -1.32760 -11.02931 -13.39271
H 0.17547 -11.87624 -14.00503
H 1.60997 -10.49735 -13.11640
H -0.42545 -8.30815 -13.03493
H 1.32007 -8.22173 -12.69605
C 4.39860 -14.26758 -4.84586
C 4.10981 -13.35142 -3.66321
C 2.65556 -13.26384 -3.22272
O 2.62080 -13.99538 -1.99801
C 3.84441 -14.34889 -1.62900
O 4.10864 -14.97589 -0.64914
O 4.76851 -13.90871 -2.51191
H 5.46466 -14.23880 -5.06882
H 3.85706 -13.95705 -5.74467
H 4.08539 -15.28688 -4.62128
H 4.57126 -12.37134 -3.79939
H 1.98557 -13.83300 -3.86599
H 2.40614 -12.20388 -3.17004
C -3.59541 -15.49221 -7.63735
C -4.48503 -15.35003 -8.84946
C -5.12684 -16.61279 -9.39742
O -6.32303 -16.07994 -9.94939
C -6.67469 -14.99340 -9.21031
O -7.72708 -14.44586 -9.25074
O -5.64336 -14.63871 -8.41987
H -3.24769 -14.53311 -7.24872
H -2.71337 -16.10562 -7.81693
H -4.16100 -15.89826 -6.79503
H -3.96973 -14.73092 -9.59391
H -5.26739 -17.40702 -8.66108
H -4.43617 -17.07826 -10.10544
```

Summary:
HOMO	-9.35	eV
strongest force on any atom	3.17	eV Å⁻¹
gap between HOMO and LUMO	0.3156	hartree
LUMO level	-0.76	eV
electronic energy	-6089.19435	Eh
net charge	0

***

No. 4
The following is a quantum chemistry calculation of C35H58CeN3OP2 as an isolated structure in a non-equilibrium geometry, from the OMol25 dataset.

Structure (XYZ):
```
100
C35H58CeN3OP2 ωB97M-V with the def2-TZVPD basis set
C -2.01776 1.40330 -2.21063
C -1.69290 -0.90739 -1.74004
C -3.03625 1.11700 -3.10426
C -2.73234 -1.22700 -2.63260
C -3.42584 -0.21535 -3.27670
H -3.54332 1.93862 -3.60516
H -2.98074 -2.28021 -2.77830
H -4.25920 -0.45557 -3.93855
N -1.41570 0.41605 -1.51202
P -0.64011 3.00176 -0.33503
P 0.35952 -2.83269 -0.52224
C -1.53430 2.82792 -1.96157
H -0.83992 3.12137 -2.76758
H -2.38499 3.52317 -2.04228
C -1.11866 -1.91952 -0.82474
H -1.92899 -2.37592 -0.23049
C 0.67673 -4.13147 -1.88294
C 0.02638 -3.60186 1.19833
C 0.93430 4.06357 -0.64795
C -1.95543 3.91827 0.65586
C 2.19896 -4.09646 -2.13277
H 2.75193 -4.51013 -1.27620
H 2.45201 -4.69888 -3.01987
H 2.54721 -3.06867 -2.30350
C 0.26832 -5.57520 -1.55352
H 0.77802 -5.96463 -0.66034
H -0.81857 -5.68864 -1.44502
H 0.57864 -6.21894 -2.39318
C -0.10293 -3.64671 -3.10612
H 0.18289 -4.23138 -3.99390
H -1.18321 -3.76181 -2.96306
H 0.10986 -2.59110 -3.31784
C 1.29228 -4.33390 1.67749
H 2.14205 -3.64202 1.77681
H 1.09302 -4.76653 2.66971
H 1.59847 -5.15278 1.01131
C -0.26901 -2.44530 2.17133
H 0.60891 -1.79418 2.32141
H -1.16042 -1.85034 1.87765
H -0.52455 -2.85855 3.15907
C -1.18776 -4.53758 1.15142
H -0.99950 -5.44245 0.56525
H -1.41227 -4.85585 2.17989
H -2.08769 -4.04721 0.75906
C -1.41211 4.19771 2.07296
H -2.17186 4.77197 2.62803
H -1.22095 3.26906 2.62711
H -0.48880 4.79410 2.05602
C -3.18206 2.98474 0.74903
H -3.56098 2.71068 -0.24396
H -2.96310 2.06812 1.31449
H -3.98883 3.52060 1.27312
C -2.41103 5.23567 0.00727
H -3.29254 5.59793 0.55857
H -1.65275 6.02078 0.06918
H -2.71251 5.11219 -1.03853
C 1.41218 3.87400 -2.09735
H 0.77008 4.40252 -2.81586
H 2.41996 4.30532 -2.19955
H 1.46988 2.81617 -2.38298
C 2.02635 3.54695 0.31827
H 2.30916 2.50303 0.11030
H 2.93025 4.16524 0.19451
H 1.71463 3.61009 1.36999
C 0.73469 5.56888 -0.42979
H 0.01541 5.99056 -1.14397
H 0.44206 5.82083 0.59644
H 1.70087 6.06479 -0.61778
Ce -0.10617 -0.03286 0.42855
C -1.52882 0.69670 2.66385
O -2.02136 0.94019 3.68431
N 1.36447 -0.33418 -1.27574
C 1.49487 -0.92308 -2.31134
C 2.38629 -0.71802 -3.58791
C 2.03135 -1.64577 -4.74206
C 2.16879 0.71775 -4.05161
C 3.84966 -0.92592 -3.19047
H 2.16273 -2.70110 -4.48229
H 0.99814 -1.48260 -5.06604
H 2.69206 -1.43013 -5.59832
H 2.59355 1.42921 -3.33324
H 2.67775 0.88342 -5.01440
H 1.09827 0.92294 -4.20096
H 4.50425 -0.57390 -3.99319
H 4.09577 -0.36034 -2.28007
H 4.08102 -1.98181 -3.02105
C 5.48866 0.65296 4.15334
C 4.27282 0.42442 3.31082
C 4.38098 -0.25328 2.09410
C 3.24688 -0.49408 1.33185
N 2.02504 -0.00701 1.69986
C 1.91507 0.66809 2.87814
C 3.01372 0.88307 3.70373
H 6.01531 -0.29044 4.34772
H 6.19472 1.32355 3.64476
H 5.20997 1.10465 5.11021
H 5.34706 -0.60749 1.73575
H 3.27604 -1.07811 0.40549
H 0.90393 1.01392 3.14241
H 2.87965 1.40812 4.64884
```

Summary:
HOMO (alpha / beta)	-16.11 / -16.11	eV
strongest force on any atom	5.83	eV Å⁻¹
gap between HOMO and LUMO (alpha / beta)	0.2269 / 0.2267	hartree
LUMO level (alpha / beta)	-9.93 / -9.94	eV
electronic energy	-2764.82198	Eh
net charge	+3